No. 1
7
Properties=species:S:1:pos:R:3:nbo_charge:R:1 method="wB97M-V/def2-TZVPD" homo_energy_ha="-0.3299 / -0.3892" gap_ev="9.23 / 8.05" total_energy_ev=-227326.5897 fmax_ev_per_a=2.0 multiplicity=3 s2=2.01 charge=0
Br 6.9694 -0.2120 -1.8881 -0.2806
Br 5.1462 1.7378 1.0059 -0.2903
Br 5.4640 -1.6362 1.0568 -0.2878
P -1.0572 0.2602 0.2305 0.0980
Si 5.2310 -0.0199 -0.4337 0.8583
H -0.9996 -0.0894 -1.1542 -0.0558
H -1.9527 1.4029 -0.2169 -0.0419

***

No. 2
34
Properties=species:S:1:pos:R:3:nbo_charge:R:1 method="wB97M-V/def2-TZVPD" homo_energy_ha=-0.2795 gap_ev=6.97 total_energy_ev=-45619.9834 fmax_ev_per_a=11.8 multiplicity=1 relative_energy_kcal_mol=15.7 charge=0
Cl 3.1327 7.6136 -0.7012 0.2065
S 2.9276 4.7118 -0.4731 0.5623
O 1.8905 1.8344 -0.0630 -0.4836
O 2.3159 -2.7845 0.2584 -0.5477
N -0.3277 2.1720 -0.3971 -0.2971
N 1.9461 -0.7407 0.0264 -0.6069
N -0.2513 0.7849 -0.4437 -0.3360
C 1.4300 -2.0311 0.0705 0.7387
C 0.8178 6.3081 -0.7360 -0.2196
C 1.1566 0.5383 -0.1639 0.6069
C -0.0302 -2.0595 0.0624 -0.3701
C -1.6770 -3.6101 -0.5540 -0.4094
C 2.4379 6.2650 -0.5645 -0.4158
C 1.2037 4.0568 -0.6029 -0.2866
C -1.8131 -2.6683 1.7068 -0.3491
C -0.5292 -2.0023 1.3311 -0.4296
C -2.6100 -2.8007 0.1789 -0.4285
C 0.3122 5.0983 -0.7718 -0.2043
C -0.1907 -3.5700 -0.4129 -0.4009
C 0.8106 2.7999 -0.2181 0.4204
H 0.1208 -4.1793 0.4634 0.2275
H -3.4566 -3.3782 0.4147 0.2251
H 0.4141 7.2047 -0.8361 0.2077
H 0.1167 -2.0959 2.0273 0.2145
H -2.0805 -4.8419 -0.5772 0.2059
H -0.5400 -1.3432 -0.7420 0.2863
H 2.7502 -0.4109 0.1807 0.3899
H -0.7944 4.8827 -0.8957 0.2631
H -2.7860 -1.7502 -0.0449 0.2122
H -2.2363 -3.3748 -1.7262 0.2040
H -0.7954 -0.8423 1.4955 0.2161
H 0.4031 -3.8412 -1.6251 0.2366
H -1.6672 -3.6962 2.0481 0.1790
H -2.4003 -2.2493 2.2853 0.1828

***

No. 3
94
Properties=species:S:1:pos:R:3:mulliken_charge:R:1 method="wB97M-V/def2-TZVPD" homo_energy_ha="-0.0134 / -0.0597" gap_ev="4.20 / 5.45" total_energy_ev=-264048.3008 fmax_ev_per_a=0.8 multiplicity=2 relative_energy_kcal_mol=7.4 s2=0.79 charge=-2
Cd -0.7657 1.0945 -0.9531 1.6786
Se -1.6455 3.8393 -0.0901 -0.3228
As -0.0245 1.3733 -4.5466 1.9006
Ge 3.2785 1.0902 -1.1196 0.8913
S -0.3245 -2.2790 0.1727 0.6398
F -0.5459 0.1565 -5.6777 -0.5278
F -0.8199 2.5991 -5.4834 -0.5212
F 0.7609 0.1214 -3.5929 -0.5059
F 1.4607 1.6137 -5.4284 -0.5317
F -1.4680 1.1397 -3.5776 -0.5072
F 0.4851 2.5716 -3.3777 -0.4625
O -2.8581 0.5322 -0.8316 -1.0358
O 1.1923 2.3591 0.5331 0.8798
N -0.3208 -1.3362 -1.0709 -0.4144
N -1.6880 -0.1101 1.9567 -0.8799
N -0.8776 0.7866 1.3920 0.9683
C 1.9329 2.3591 4.1373 -0.9414
C -3.2845 -1.8090 2.0014 1.0104
C 3.1803 -3.7277 1.5314 -0.6732
C -4.9651 -3.5689 2.2856 -0.8268
C -2.3644 -5.7568 0.5861 -0.6743
C 1.6977 -3.9246 -0.8138 -0.4744
C -4.3839 -3.9891 3.4521 -0.4869
C -2.1771 -3.6842 -1.2651 -0.3344
C -3.1448 -5.7730 -0.5663 -0.4336
C -1.4863 -4.7136 0.8095 -0.5847
C -0.9287 5.4415 -0.8153 -0.1464
C -2.7024 -2.2728 3.2075 -0.8384
C 1.6854 3.6229 0.0664 -1.0057
C 3.6086 2.2614 -2.6499 -1.0931
C 3.6552 -4.4749 0.4651 -0.3710
C -3.0532 -4.7406 -1.4832 -0.7668
C -3.2290 -3.3262 3.9097 -0.7615
C 2.0358 2.6109 2.7698 -0.1531
C -0.0693 1.0654 3.7027 -0.8721
C 0.1392 7.6095 -0.5035 -0.6083
C 1.9593 -3.0715 1.4288 0.0908
C 0.1260 7.8471 -1.8711 -0.3925
C 2.9157 -4.5703 -0.7103 -0.7324
C 0.8652 1.5832 4.5766 -0.8301
C -3.2627 -0.3737 -0.0111 1.3223
C -0.9236 5.6990 -2.1938 -0.2625
C 3.5122 -0.7681 -1.6976 -1.1723
C -0.3723 6.4280 0.0110 -0.2633
C -2.6935 -0.7028 1.2672 -1.1517
C -4.4362 -2.4932 1.5405 1.3700
C -0.4083 6.8745 -2.7095 -0.4933
C 4.7220 1.4483 0.1825 -1.5424
C -1.3974 -3.6913 -0.1276 0.3591
C 1.4664 1.1527 -0.4435 -0.1447
C -5.0268 -2.0781 0.3196 -1.0085
C -0.0019 1.2922 2.3043 -0.4666
C 1.2265 -3.1809 0.2603 0.0704
C 1.0952 2.0934 1.9141 0.6331
C -4.4493 -1.0788 -0.4005 -0.6115
H 1.1949 4.3961 0.6509 0.3007
H 0.5291 8.7670 -2.2770 0.3457
H 1.3510 0.3291 0.2704 -0.2432
H 4.6100 -4.9791 0.5421 0.3606
H -0.0474 -1.7635 -1.9525 0.1398
H -5.9179 -2.5834 -0.0379 0.3004
H -3.8420 -6.5841 -0.7320 0.3722
H -2.7506 -3.6482 4.8289 0.3655
H 2.6404 -1.1052 -2.2563 0.1812
H 4.4632 1.8967 -3.2219 0.4482
H 3.2944 -5.1451 -1.5456 0.3801
H 2.8470 3.2099 2.3799 0.3486
H 2.7369 2.2809 -3.2979 0.1875
H 2.6578 2.7705 4.8265 0.3887
H -5.8497 -4.0684 1.9019 0.3481
H -4.8666 -0.7605 -1.3503 0.4120
H -0.8874 -4.6836 1.7104 0.4058
H -4.8006 -4.8211 4.0090 0.3526
H 5.6612 1.0988 -0.2469 0.4428
H 3.7613 -3.6429 2.4408 0.3943
H -0.9024 0.4837 4.0653 0.4738
H 4.3862 -0.8277 -2.3477 0.5395
H 2.7737 3.6467 0.1607 0.3419
H -2.4566 -6.5478 1.3185 0.3815
H -0.4197 7.0327 -3.7817 0.3580
H 1.3708 3.6762 -0.9748 0.0833
H 0.5574 8.3482 0.1723 0.3396
H -1.8131 -1.7693 3.5568 0.2245
H 0.7503 1.3854 5.6366 0.3853
H 1.1136 -3.9932 -1.7230 0.3612
H -0.3623 6.2549 1.0819 0.3992
H 4.5508 0.9211 1.1201 0.3945
H 3.6594 -1.4353 -0.8450 0.2172
H -2.1202 -2.8434 -1.9441 0.3266
H 4.8258 2.5097 0.4029 0.3866
H 3.8215 3.2835 -2.3333 0.3608
H -1.3233 4.9439 -2.8582 0.3063
H 1.5804 -2.4676 2.2433 0.5003
H -3.6798 -4.7370 -2.3654 0.4012